No. 1
{
  "formula": "C5H8N2",
  "method": "ωB97M-V with the def2-TZVPD basis set",
  "relative_energy_kj_mol": 209.7,
  "lumo_energy_ha": 0.0354,
  "smiles": "[H]/N=C/C(N)=C=CC",
  "homo_ev": -8.39,
  "elements": ["C", "C", "C", "C", "N", "C", "N", "H", "H", "H", "H", "H", "H", "H", "H"],
  "positions_angstrom": [[-0.082, 0.914, -2.446], [0.827, 0.518, -1.312], [0.449, 0.302, -0.081], [0.131, -0.047, 1.149], [0.337, 0.742, 2.308], [-0.396, -1.409, 1.411], [-0.910, -2.121, 0.492], [-1.121, 0.983, -2.115], [0.217, 1.868, -2.894], [-0.026, 0.152, -3.232], [1.876, 0.352, -1.566], [-0.501, 0.840, 2.872], [0.699, 1.661, 2.085], [-0.308, -1.727, 2.460], [-1.193, -3.027, 0.868]],
  "forces_ev_per_angstrom": [[-0.076, 0.035, -0.020], [-0.029, -0.079, 0.176], [0.068, 0.000, -0.020], [0.036, -0.047, -0.316], [-0.102, 0.189, -0.021], [-0.048, -0.077, -0.188], [0.110, 0.051, 0.398], [0.160, 0.019, -0.025], [-0.020, -0.126, 0.090], [-0.016, 0.125, 0.106], [-0.124, -0.022, 0.052], [0.079, -0.020, -0.065], [-0.042, -0.107, 0.020], [-0.018, -0.012, -0.143], [0.020, 0.071, -0.043]]
}

***

No. 2
{
  "formula": "C8H10O",
  "method": "ωB97M-V with the def2-TZVPD basis set",
  "relative_energy_kj_mol": 236.7,
  "lumo_energy_ha": 0.0012,
  "smiles": "C=C1C(=O)C=CC1(C)C",
  "homo_ev": -9.20,
  "elements": ["C", "C", "C", "C", "C", "C", "C", "C", "O", "H", "H", "H", "H", "H", "H", "H", "H", "H", "H"],
  "positions_angstrom": [[1.666, -1.436, 0.101], [0.337, -1.544, 0.114], [2.186, -0.104, -0.038], [0.683, 0.802, -0.015], [0.591, 2.122, 0.070], [-0.288, -0.236, 0.005], [-1.062, -0.246, -1.380], [-1.455, -0.036, 1.119], [3.309, 0.329, -0.010], [2.405, -2.222, -0.001], [-0.256, -2.376, 0.395], [-0.321, 2.680, 0.248], [1.488, 2.742, 0.231], [-1.899, -0.866, -1.081], [-0.542, -0.772, -2.156], [-1.475, 0.785, -1.624], [-2.189, 0.779, 0.701], [-1.071, 0.510, 1.985], [-2.108, -0.909, 1.336]],
  "forces_ev_per_angstrom": [[0.995, -1.998, -0.960], [1.828, 0.765, 1.181], [-2.192, 3.299, 0.586], [4.466, 0.266, 0.239], [0.823, 0.166, 0.919], [-5.051, 0.337, -0.363], [-1.197, 0.710, 1.589], [-0.648, 2.237, -1.717], [-0.839, -0.450, -0.291], [-0.239, -0.353, 0.519], [-0.279, -0.944, -0.373], [-0.315, -0.272, -0.273], [-0.252, -0.507, -0.539], [-0.620, -0.192, -0.677], [0.471, 0.265, -0.591], [0.820, -1.372, 0.066], [1.198, -1.524, 0.448], [0.148, -0.794, 0.276], [0.884, 0.360, -0.040]]
}

***

No. 3
{
  "formula": "C3H7N3OS",
  "method": "ωB97M-V with the def2-TZVPD basis set",
  "relative_energy_kj_mol": 257.0,
  "lumo_energy_ha": 0.0155,
  "smiles": "[H]/N=C(\\NN)SC(C)=O",
  "homo_ev": -9.82,
  "elements": ["C", "C", "C", "H", "H", "H", "H", "H", "H", "H", "N", "N", "N", "O", "S"],
  "positions_angstrom": [[-0.440, -1.785, 1.584], [-1.166, -1.466, 0.287], [0.753, 0.479, -0.233], [0.728, -1.734, 1.444], [-0.661, -0.926, 2.398], [-0.728, -2.763, 2.069], [2.523, 0.587, 0.098], [-0.119, 2.191, -0.171], [2.084, 3.311, -0.726], [1.967, 2.744, 0.848], [1.761, -0.149, -0.009], [0.788, 1.860, -0.494], [2.001, 2.464, -0.189], [-2.229, -1.998, -0.015], [-0.918, -0.001, -0.677]],
  "forces_ev_per_angstrom": [[2.230, 1.193, 1.632], [-2.852, -0.532, 0.903], [-2.259, 2.810, -2.093], [-2.352, -0.197, 0.192], [0.299, -1.788, -2.031], [0.062, 1.068, -0.987], [-0.747, -1.366, -0.208], [0.543, 1.233, 0.128], [0.102, 0.132, -0.207], [0.421, -0.314, -1.876], [3.739, -1.950, 1.424], [-1.457, -0.690, -0.287], [-0.433, 1.106, 2.704], [1.582, -0.058, 0.338], [1.121, -0.646, 0.369]]
}

***

No. 4
{
  "formula": "C3H14N2Si3",
  "method": "ωB97M-V with the def2-TZVPD basis set",
  "relative_energy_kj_mol": 85.7,
  "lumo_energy_ha": -0.0039,
  "homo_ev": -8.36,
  "elements": ["C", "C", "C", "N", "N", "Si", "Si", "Si", "H", "H", "H", "H", "H", "H", "H", "H", "H", "H", "H", "H", "H", "H"],
  "positions_angstrom": [[2.967, -0.609, -0.406], [1.701, 1.667, -0.242], [1.602, 0.110, -0.421], [-1.032, -1.074, -0.045], [-3.320, 0.366, 0.215], [-2.789, -1.235, -0.089], [0.339, -0.654, 0.871], [-2.247, 1.731, 0.121], [3.304, -0.653, 0.689], [2.772, -1.683, -0.803], [3.757, -0.161, -0.904], [2.283, 2.084, -1.078], [2.151, 1.857, 0.688], [0.689, 2.061, -0.157], [1.112, -0.111, -1.392], [-0.570, -1.113, -0.977], [-4.318, 0.430, 0.442], [-3.038, -1.739, -1.439], [-3.386, -1.954, 1.073], [0.100, -0.204, 2.192], [1.181, -1.898, 1.316], [-3.258, 2.785, 0.346]],
  "forces_ev_per_angstrom": [[-2.183, -2.467, 2.483], [-0.571, -1.614, -1.368], [-0.579, 0.782, 0.338], [-0.637, -0.557, -1.377], [-0.806, 0.903, -0.135], [1.966, 0.149, 0.866], [2.668, -2.049, -0.697], [0.179, -0.524, -0.107], [-0.317, -0.352, -1.419], [0.761, 1.685, 0.846], [1.245, 1.077, -1.449], [-0.300, 0.219, 0.422], [0.989, 0.451, 1.186], [0.124, 0.317, -0.455], [0.190, 0.302, 0.273], [-1.107, -0.253, 0.563], [0.513, 0.373, -0.107], [-0.382, -0.244, -0.098], [0.169, -0.418, -0.490], [-0.519, 1.263, 0.936], [-0.718, 0.507, -0.420], [-0.685, 0.450, 0.207]]
}